DFT (ωB97M-V with the def2-TZVPD basis set) results for a molecular structure, C23H43GeN8O3PPdSe.

Each line ends with the Mulliken charge.
Element x y z (Å)
Pd 0.0771 -1.2002 -0.7419  0.026
Se 3.2895 -3.8392 -2.1701  0.005
Ge -2.2710 1.4810 0.1226  0.001
P -2.0317 -3.2181 0.1034  1.518
O -1.7130 -1.7711 0.4228  -0.602
O -1.0311 -4.3157 0.3073  -1.046
O 5.9750 -0.2110 0.3718  -0.626
N -1.6536 -4.1886 -2.4303  -0.009
N -0.3827 0.9373 -0.0434  -0.618
N 5.2887 0.9794 2.1764  0.194
N 1.2863 2.3928 -1.0193  -0.538
N 0.5987 -2.7272 -2.0737  -0.558
N 3.4216 3.5656 -0.6167  -0.389
N 1.8016 -1.4472 0.4647  0.471
N -2.9141 -4.8797 2.0307  -0.203
C 2.8238 -0.5954 0.5608  -0.424
C 3.4192 2.4377 2.9305  -0.791
C 1.8540 -2.6220 1.1096  -0.268
C 1.7090 -3.1850 -2.1087  -0.040
C -5.9140 4.4385 0.4337  -1.513
C -2.5544 -0.0925 -3.9137  -0.738
C -3.4310 -3.7247 1.2154  -1.018
C 3.9510 -0.8810 1.3031  -0.163
C -2.1502 3.3847 0.4136  -0.708
C -1.9488 0.4527 -2.6252  0.976
C 6.5046 1.8054 2.1180  -0.732
C -1.5336 -0.8054 -4.7894  -1.149
C -2.9886 0.8885 -1.5942  -0.883
C 6.4555 2.8712 1.0358  -0.987
C 0.4746 1.6618 -0.5072  1.242
C 4.3114 1.2417 3.2245  -0.720
C -4.6569 3.6955 0.0071  0.104
C 5.1642 0.0185 1.2506  0.080
C -3.4664 3.9926 0.9126  -0.880
C 2.9485 -2.9796 1.8738  -1.110
C 2.4206 3.0267 -0.7831  0.485
C -2.6132 -3.3633 -1.6444  -0.311
C 4.0162 -2.1002 1.9637  0.042
H -1.9493 -4.2879 -3.4049  0.439
H -5.7557 5.5161 0.3921  0.364
H 2.6814 2.5609 3.7233  0.405
H 6.6283 2.2499 3.1059  0.400
H 2.9701 -3.9422 2.3634  0.471
H -2.7306 0.6738 1.3354  -0.107
H -0.7417 -0.1263 -5.1059  0.355
H -4.8635 2.6148 0.0147  0.150
H -2.9950 0.7389 -4.4689  0.485
H 3.7052 0.3472 3.3777  0.381
H -1.2880 -0.3267 -2.1975  -0.862
H -3.3895 -0.7597 -3.6699  0.338
H -3.5211 -5.7012 1.9915  0.353
H 7.3736 3.4563 1.0625  0.418
H -4.3308 -4.0331 0.6892  0.434
H 4.9044 -2.3608 2.5246  0.553
H 6.3723 2.4144 0.0512  0.275
H -6.1924 4.1835 1.4567  0.347
H -3.6056 -3.8118 -1.6859  0.702
H -2.7942 -4.6264 3.0132  0.363
H -1.2751 1.2831 -2.8580  0.811
H 7.3463 1.1347 1.9422  0.386
H -4.4028 3.9559 -1.0255  0.269
H 1.0097 -3.2904 0.9840  0.374
H -2.6671 -2.3788 -2.1119  -0.486
H -1.3475 3.5483 1.1363  0.444
H -1.9738 -5.1010 1.6247  0.322
H 2.8960 2.3044 1.9823  0.001
H -3.6821 -2.9066 1.8863  0.371
H -1.5295 -5.1177 -2.0203  0.393
H -3.3430 5.0733 1.0047  0.421
H -3.7116 0.0888 -1.4129  0.345
H -6.7582 4.2021 -0.2113  0.389
H -3.5544 1.7327 -1.9940  0.666
H 2.7680 0.3186 -0.0160  0.609
H 5.6165 3.5528 1.1716  0.230
H -1.8406 3.8480 -0.5281  0.491
H -1.9933 -1.2096 -5.6891  0.403
H 3.9944 3.3591 2.8618  0.336
H -0.7045 -3.7023 -2.4057  0.028
H -1.0432 -1.6253 -4.2507  0.106
H 4.8630 1.4039 4.1521  0.411
H -3.6817 3.6217 1.9183  0.298

Its multiplicity is 3. The orbital gap (alpha / beta) comes out at 7.57 / 5.50 eV. Its HOMO energy (alpha / beta) is -13.1 / -13.1 eV. The net charge is +2.

DFT (ωB97M-V with the def2-TZVPD basis set) results for 12 unconnected molecules or ions with the total composition C58H112O36 in a non-equilibrium geometry.

Each line ends with the Mulliken charge.
Element x y z (Å)
O 0.7617 -14.1319 4.6422  -0.584
O 6.3153 -22.3581 17.8802  -0.356
O -1.4105 -13.6661 5.1326  -0.327
O 1.4957 -14.7511 16.9564  -0.361
O 4.8712 -9.2343 12.1879  -0.373
O -8.1090 -11.4373 23.7888  -0.313
O -8.0546 5.2144 24.9074  -0.319
O 4.9926 -22.3722 9.0129  -0.384
O 3.7657 -1.7542 16.0691  -0.320
O 1.7656 -18.4974 23.4057  -0.370
O 3.6407 -23.6721 5.0967  -0.348
O 2.5091 -0.8788 14.2679  -0.562
O 8.2659 -17.5937 21.7874  -0.345
O -6.1515 -12.5403 23.2353  -0.560
O 6.3361 -10.9263 11.9539  -0.590
O -7.5712 3.4961 22.4688  -0.302
O -5.1066 -8.3464 9.0367  -0.328
O 4.9750 -21.1220 6.2277  -0.347
O 0.5866 -11.6695 17.2787  -0.215
O 4.7680 -0.8348 14.2749  -0.313
O 2.3252 -20.1591 24.8224  -0.309
O -2.0643 -4.5330 4.8144  -0.316
O -12.6596 -13.0300 13.9404  -0.319
O -13.3762 -14.8067 15.3477  -0.570
O -6.4134 6.0122 27.1221  -0.343
O 7.8322 -19.9708 20.2010  -0.221
O -2.6463 -7.1828 7.4095  -0.284
O -4.6689 -20.1562 13.9311  -0.343
O -5.9128 -18.7078 12.7591  -0.640
O -0.3501 -14.9456 6.5172  -0.357
O -6.5934 -19.7508 14.6483  -0.317
O -11.6000 -13.4839 15.8111  -0.316
O 4.1691 -10.9346 11.0478  -0.346
O 0.5202 -20.4839 23.4956  -0.571
O -0.8363 -9.1342 16.7015  -0.302
O -6.7857 -12.2844 25.3952  -0.339
C -7.8255 5.6788 23.5571  -0.342
C 9.0116 -19.8490 21.0263  -0.732
C 0.4078 -13.8802 16.5427  -0.745
C -6.2377 -7.5614 8.6458  -0.689
C 5.4166 -2.8072 17.2398  -1.352
C -7.2118 7.0096 26.5097  -0.565
C 3.5850 -1.1897 14.8068  0.632
C -10.9581 -12.3805 15.3576  0.451
C 0.4251 -10.4897 18.0941  -0.675
C -5.7729 -19.5302 13.7050  0.706
C 2.8210 -14.2930 16.5285  -0.559
C 5.7935 -1.2767 15.2305  -0.477
C -11.4769 -12.2931 13.9061  -0.458
C -7.6675 2.6773 21.2639  -0.685
C -0.2682 -14.2578 5.3357  0.707
C -3.9499 -7.6817 9.6564  -0.624
C -8.3856 4.6801 22.5138  -0.687
C -8.0991 -12.1577 25.9944  0.522
C 3.0150 -10.0568 10.9497  -0.234
C 8.6889 -16.9284 20.6447  -0.608
C -0.2189 -12.7670 17.4292  -0.313
C 6.4047 -21.4069 18.9161  -0.339
C -3.5973 -21.2540 15.8207  -1.195
C 5.0694 -1.5019 16.5198  0.438
C -8.4091 6.2418 25.7765  -0.531
C -1.3685 -7.7428 16.6362  -0.746
C -12.6340 -13.8404 15.0551  0.666
C -8.8014 -11.3294 25.0016  -0.555
C 2.9833 -18.0041 24.0685  0.514
C -2.5002 -3.2540 4.3714  -0.714
C -9.4236 -12.6939 15.4494  -1.382
C -1.9349 -6.3413 6.4405  -0.404
C -2.5553 -4.9541 6.0438  -0.467
C 3.7870 -21.0370 5.4518  -0.457
C 3.2105 -19.1291 24.9900  -0.520
C -6.9223 -12.0664 24.0754  0.623
C -0.8942 -9.8002 17.9656  -0.353
C 5.2416 -10.3963 11.7011  0.725
C 5.0287 -22.5811 17.3435  -0.679
C -6.1980 -20.8384 15.4701  -0.462
C 2.8253 -16.6082 24.7377  -1.334
C -1.7377 -15.0026 6.9906  -0.410
C 3.7184 -22.3188 4.4741  -0.652
C 2.3192 -23.9981 5.5733  -0.731
C -5.2162 5.7996 26.5026  -0.490
C -4.8178 -21.2210 14.7988  0.395
C 8.7682 -18.9000 22.1300  -0.421
C 4.6901 -20.9567 8.7058  -0.543
C 5.0950 -20.4250 7.3981  -0.502
C 4.4296 -23.3891 8.2470  -0.692
C 3.7513 -7.5764 10.8362  -1.553
C -8.1144 -11.4769 27.3336  -1.400
C 7.8487 -20.9620 19.1750  -0.581
C 1.4374 -19.7593 23.9047  0.652
C 3.6039 -8.8488 11.6443  0.411
C -3.1727 -6.5841 8.6995  -0.378
C -2.3346 -13.8890 6.1107  0.520
C -3.6068 -14.4395 5.4789  -1.479
H -2.0179 -6.9942 5.5717  0.312
H 2.8409 -9.6963 9.9358  0.287
H -4.8022 5.0758 27.2047  0.236
H -6.7503 5.8065 23.4323  0.212
H 4.4755 -23.4052 17.7939  0.283
H 2.2137 -10.5392 11.5094  0.276
H 1.7828 -24.1350 4.6343  0.323
H 4.5456 -24.3601 8.7285  0.379
H -10.7700 -12.6448 13.1547  0.265
H 9.8459 -19.4343 20.4605  0.378
H -9.8605 -11.5540 24.8754  0.306
H -1.9974 -7.4089 17.4615  0.340
H 0.5483 -13.5595 15.5105  0.410
H -6.1507 -6.6959 7.9890  0.246
H 9.3387 -20.8066 21.4315  0.494
H -9.4433 4.4188 22.4820  0.377
H -8.7874 -11.9165 15.0263  0.358
H -0.1982 -13.1843 18.4359  0.316
H 0.4630 -10.7084 19.1612  0.382
H -4.6632 6.7277 26.3583  0.275
H 9.7373 -18.8068 22.6200  0.318
H 4.2370 -7.7548 9.8768  0.388
H 8.5960 -21.7345 19.3559  0.345
H -8.2022 5.2159 21.5825  0.386
H -3.4313 -15.3148 4.8535  0.393
H 3.3986 -18.8434 26.0249  0.333
H 2.2194 -24.9919 6.0098  0.250
H 5.0584 -22.9583 16.3212  0.247
H -1.9546 -7.6528 15.7216  0.227
H 4.6141 -19.4868 7.1213  0.418
H 3.6089 -14.8346 17.0518  0.243
H 6.1299 -20.1202 7.5534  0.331
H -1.8207 -10.3663 18.0620  0.229
H -3.5832 -3.2598 4.4950  0.307
H 2.8856 -13.3187 17.0128  0.203
H 2.9360 -22.2061 3.7236  0.446
H 8.2827 -20.5101 18.2831  0.274
H 4.6109 -2.8978 17.9682  0.325
H -6.9256 -8.1965 8.0876  0.270
H -3.8882 -5.8110 8.4190  0.286
H -2.1947 -2.3900 4.9616  0.293
H 6.0216 -21.9026 19.8080  0.266
H -2.5132 -12.9444 6.6245  0.287
H -7.3346 -10.7277 27.4699  0.354
H -5.4976 5.4342 25.5150  0.148
H -6.6802 7.5862 25.7526  0.339
H 2.7860 -7.0950 10.6802  0.373
H 1.8906 -23.1050 6.0281  0.291
H 5.1903 -0.6520 17.1914  0.269
H 6.1391 -2.2486 14.8782  0.284
H 4.3693 -21.7261 17.4925  0.295
H -2.7282 -20.7521 15.3954  0.319
H 3.0496 -8.4855 12.5096  0.256
H -7.4594 7.6991 27.3168  0.375
H 9.6069 -16.4046 20.9110  0.244
H -8.5564 -10.3066 25.2879  0.384
H 8.0908 -19.4624 22.7726  0.318
H -6.8407 -7.2639 9.5037  0.303
H 4.5270 -6.9755 11.3108  0.380
H -4.9138 -22.1345 14.2119  0.341
H 5.4106 -3.6823 16.5899  0.346
H -9.0825 5.7048 26.4446  0.319
H 4.7383 -22.3125 4.0896  0.282
H -8.4510 -13.1819 26.1177  0.267
H 3.6080 -20.8687 8.8020  0.325
H -3.6317 -5.1170 5.9890  0.318
H 6.6840 -0.6700 15.3944  0.344
H -9.0580 6.8971 25.1954  0.411
H 8.0716 -16.0483 20.4645  0.226
H -0.9272 -6.1170 6.7902  0.251
H -11.2973 -11.4475 15.8076  0.279
H -0.5398 -7.0373 16.5748  0.273
H 2.2171 -16.6552 25.6410  0.351
H 2.8453 -20.8212 5.9566  0.391
H -2.2839 -3.0983 3.3145  0.259
H 1.3470 -9.9491 17.8796  0.247
H 3.7601 -18.0237 23.3041  0.287
H -0.9313 -8.9475 18.6437  0.473
H -9.1194 -11.0635 27.4190  0.351
H -6.9884 -21.5850 15.3927  0.257
H 5.6874 -20.6065 18.7348  0.303
H -3.7616 -20.9214 16.8456  0.349
H -3.3206 -8.5182 9.9605  0.314
H -8.9352 -13.0434 16.3590  0.347
H -11.7217 -11.2690 13.6244  0.307
H 4.6682 -23.5489 7.1955  0.276
H -4.4836 -14.6993 6.0721  0.374
H -2.3318 -4.3378 6.9146  0.318
H 4.1746 -19.5654 24.7287  0.246
H 2.2874 -15.9701 24.0366  0.357
H 3.9321 -20.2087 4.7583  0.386
H -8.4885 1.9605 21.2805  0.235
H -6.7300 2.1254 21.1960  0.217
H -7.7042 3.4248 20.4715  0.332
H 2.7786 -14.3108 15.4395  0.266
H 8.7054 -17.6593 19.8362  0.289
H -8.4567 6.5254 23.2870  0.403
H -6.1366 -20.4625 16.4914  0.277
H -4.1391 -7.2940 10.6573  0.371
H -3.3345 -22.3089 15.8996  0.312
H -7.9955 -12.1398 28.1907  0.361
H 5.1966 -20.3726 9.4742  0.303
H -0.4333 -14.5717 16.5932  0.328
H 6.3484 -2.7968 17.8053  0.388
H 3.3437 -23.2947 8.2527  0.257
H 3.8562 -16.3190 24.9419  0.363
H -3.9199 -13.7246 4.7180  0.350
H -1.7028 -14.9752 8.0797  0.295
H -2.1388 -16.0059 6.8468  0.233
H -9.1408 -13.5790 14.8795  0.372
H -1.2485 -12.5531 17.1426  0.333
H -2.4606 -6.0764 9.3500  0.353

The value obtained for the energy relative to the best compared isomer or geometry (same formula, charge and spin) is 168.35 kcal per mole. The orbital gap comes out at 9.10 eV. Its HOMO energy is -9.0 eV.

DFT (ωB97M-V with the def2-TZVPD basis set) results for a molecular structure, C20H31N3O2S.

Each line ends with the Mulliken charge.
Element x y z (Å)
S 6.7094 -1.7174 -1.6645  -0.006
O -1.3328 -0.8564 1.0080  -0.683
O 2.8824 -0.3305 0.9134  -0.653
N -0.2596 -1.3704 -0.9058  0.372
N 6.3365 -0.1214 -1.5645  -0.662
N 2.4418 -2.2920 -0.1384  0.043
C -2.3124 4.1266 1.2277  -0.800
C 3.2235 -1.2172 0.1497  0.557
C 0.0428 -2.6793 -0.3446  -1.670
C 1.2341 -2.6212 0.6079  0.310
C -1.0349 0.9361 -0.5679  -1.687
C -0.9074 -0.4940 -0.0768  0.704
C 4.5297 -1.1705 -0.5689  0.427
C 5.2950 -2.2507 -0.9074  -0.358
C -4.2237 2.5043 1.0278  -1.276
C -1.9168 1.8043 0.3191  0.931
C -4.0261 0.4710 -0.5471  -0.632
C 5.1807 0.0434 -0.9655  0.214
C 0.2828 -4.1634 2.3990  -1.322
C -3.9181 1.7207 -1.3857  -0.835
C -3.8136 3.9747 0.9940  -0.634
C -1.5020 3.2769 0.2518  -1.016
C -3.4106 1.7043 0.0313  0.919
C 0.4157 -0.9412 -2.1185  -0.938
C 4.6441 1.4230 -0.7568  -1.000
C 1.4359 -3.8847 1.4408  -0.738
H -4.0608 2.0969 2.0320  0.324
H 0.0624 -3.2815 3.0024  0.331
H 5.1028 -3.2950 -0.7121  0.462
H 4.5402 1.6339 0.3059  0.277
H 3.6511 1.5197 -1.1983  0.188
H 1.0684 -1.7835 1.2858  0.368
H -5.0053 0.1833 -0.1866  0.292
H -0.8374 -3.0277 0.1901  0.466
H -4.3732 4.5456 1.7384  0.382
H 0.2421 -3.3718 -1.1674  0.446
H 2.3615 -3.7556 2.0068  0.324
H 1.2805 -0.3033 -1.9150  0.206
H -4.0699 4.3909 0.0137  0.319
H 0.7651 -1.8224 -2.6525  0.332
H -3.2124 1.7239 -2.2066  0.190
H 2.7947 -2.9681 -0.7958  0.345
H -3.3863 -0.3644 -0.7966  0.069
H -0.6312 -4.4366 1.8719  0.324
H -2.0753 3.8100 2.2494  0.294
H 5.3147 2.1430 -1.2193  0.375
H -0.4352 3.3687 0.4747  0.429
H -2.0201 5.1762 1.1479  0.412
H -1.6495 3.6465 -0.7704  0.294
H -1.3798 0.9419 -1.6043  0.260
H 0.5309 -4.9836 3.0726  0.410
H -5.2893 2.3972 0.8080  0.381
H 1.5924 -4.7440 0.7770  0.351
H -4.8225 2.2820 -1.5837  0.314
H -0.0207 1.3505 -0.5945  0.346
H -0.2638 -0.4030 -2.7786  0.387
H -1.7705 1.4558 1.3466  0.535

The value obtained for the energy relative to the best compared isomer or geometry (same formula, charge and spin) is 3.91 kcal per mole. The orbital gap comes out at 9.62 eV. Its HOMO energy is -9.2 eV.